This record from OMol25 describes a structure of composition C44H43F2N3O3P2Re. The level of theory is ωB97M-V with the def2-TZVPD basis set.

ΔE to the lowest compared entry with this formula, charge and spin: 0.00 kcal/mol
Orbital gap (spin up / spin down): 6.49 / 7.03 eV
Expectation value of S²: 3.79
Energy: -83066.546 eV

The geometry in ORCA input format:
```
! RIJCOSX wB97M-V def2-TZVPD def2/J DEFGRID3
* xyz 2 4
C 0.62 4.45 0.48
C -4.33 -3.02 -0.31
C 2.04 1.84 4.50
C 2.26 -3.77 -3.80
H 5.41 0.54 1.90
C -1.01 -0.75 -3.29
H -2.34 -2.13 -6.09
C 4.50 -0.05 2.01
H 4.12 0.51 -0.04
H -2.79 3.58 2.22
C -4.57 0.78 2.91
H 3.85 -2.63 -1.74
H 1.72 -2.22 0.46
H -2.79 -0.13 -1.15
C -2.91 -1.18 -0.91
H -1.07 -2.95 3.10
N 2.35 0.37 1.09
H -1.17 -4.10 -0.77
H 4.55 -1.01 -1.77
H -0.51 7.16 -1.19
C 0.41 2.35 2.81
H 2.79 -1.23 -1.73
C 2.46 -4.84 -2.94
H -5.32 -3.40 -0.08
F 1.95 2.48 -1.70
O -0.83 1.26 -1.34
H -3.38 -4.93 -0.15
H 1.30 -1.90 -4.12
C -3.03 2.52 2.28
H -4.95 2.88 3.15
H -0.13 -1.00 4.02
C 3.74 -1.62 -1.37
F 1.64 0.72 -3.02
C -0.52 6.20 -0.70
C 0.38 3.51 4.93
H 0.38 -3.36 3.75
H 2.89 1.28 4.85
H -2.61 5.87 -1.08
H 2.89 -3.55 0.54
C -4.16 -1.67 -0.58
C -4.25 2.13 2.81
C 1.43 -2.73 -3.44
H 2.02 -5.67 -1.00
C -1.70 5.47 -0.65
H 1.55 6.26 -0.16
C -2.12 1.56 1.84
H -1.30 -2.78 -3.97
O 3.62 0.65 2.89
C 3.77 -1.61 0.16
C -2.01 -1.36 -5.40
C -1.99 -3.40 -0.70
P -0.28 -1.36 -1.72
H 4.76 -1.98 0.45
H 0.06 -0.94 2.38
C 0.64 5.69 -0.13
H -5.00 -0.99 -0.55
C -1.23 0.59 -3.59
H -1.00 3.86 3.35
C 2.09 1.12 -1.80
H 0.60 -3.79 -0.32
O -1.02 2.84 -2.91
C 1.03 -3.80 -1.31
C -1.81 -2.05 -0.98
N -0.07 -2.80 3.04
H 2.73 -2.42 1.89
C -3.66 -0.17 2.47
H -1.92 2.00 -5.02
C -1.79 0.95 -4.82
H -2.64 3.64 -0.07
H 3.10 -5.67 -3.23
H 4.74 -1.01 2.45
C -1.72 4.21 -0.07
P -0.47 2.06 1.25
C 1.85 -4.85 -1.69
H -2.59 0.27 -6.68
Re 0.72 0.51 -0.29
C -2.16 -0.02 -5.73
C 2.72 -2.50 0.80
C -2.45 0.21 1.93
C 0.78 -2.75 -2.20
H -5.52 0.49 3.32
H -0.05 4.27 5.57
H 1.86 2.88 6.35
H -3.92 -1.22 2.55
C -1.43 -1.73 -4.20
C 1.45 2.75 5.36
C -0.14 3.28 3.67
C -0.56 3.71 0.52
C 2.45 0.84 2.32
C -3.25 -3.87 -0.36
C 1.56 1.64 3.19
H 3.16 0.89 -1.76
H 2.76 -3.75 -4.76
N 0.31 -1.45 3.22
C -1.00 1.68 -2.60
C 3.71 -0.17 0.71
H 1.52 4.06 0.95
H -1.77 -0.55 1.57
*
```

Atomic partial charges in e from the Löwdin method, atoms 1 to 2: -0.09 -0.05